# 1
{"formula": "C3H3NO2", "method": "ωB97M-V/def2-TZVPD", "symbols": ["N", "H", "H", "O", "H", "O", "C", "C", "C"], "positions_angstrom": [[-0.07636, 0.44735, -0.06252], [-1.21395, -0.77726, -1.16315], [-0.81065, 0.68643, -2.10884], [1.80379, -0.70677, -0.59096], [1.18304, -0.05081, 1.83707], [-0.96136, 0.50616, 2.53026], [0.70093, -0.34719, -0.83728], [-0.52878, 0.02859, -1.29124], [-0.09668, 0.21350, 1.68667]], "forces_ev_per_angstrom": [[0.87, 2.02, 6.55], [-1.12, -0.84, -0.86], [0.25, 0.34, 0.08], [1.86, -2.02, -1.45], [-4.04, 0.61, -0.37], [4.25, -1.66, -4.90], [3.45, 1.67, 3.71], [-5.34, -1.48, -3.85], [-0.18, 1.35, 1.08]], "orbital_gap_ev": 9.51, "homo_ha": -0.357, "charge": 0, "smiles": "O=CN1CC1=O", "multiplicity": 1}

***

# 2
{"formula": "C3H3NO2", "method": "ωB97M-V/def2-TZVPD", "symbols": ["C", "N", "C", "O", "H", "O", "H", "C", "H"], "positions_angstrom": [[-2.25529, 0.51596, 0.10314], [-1.07653, 0.41412, 0.24450], [0.06422, -0.62934, -0.06121], [-3.36043, 0.73228, 0.17369], [1.52636, 0.82194, 0.75017], [-0.15933, -1.71963, -0.43728], [2.24559, -0.63346, 0.09944], [1.42898, 0.03731, 0.06494], [1.58643, 0.46081, -0.93739]], "forces_ev_per_angstrom": [[2.32, -0.76, 0.69], [4.15, -1.79, -0.63], [-0.86, 2.48, 0.59], [-4.16, 0.70, -0.42], [-0.24, 0.96, 1.13], [-0.32, -0.37, 0.03], [0.48, -1.17, 0.58], [-1.10, -0.39, -2.07], [-0.28, 0.33, 0.10]], "orbital_gap_ev": 11.40, "homo_ha": -0.397, "charge": 0, "smiles": "CC(=O)N=C=O", "multiplicity": 1}

***

# 3
{"formula": "C3H3NO2", "method": "ωB97M-V/def2-TZVPD", "symbols": ["O", "C", "C", "C", "H", "O", "N", "H", "H"], "positions_angstrom": [[3.09885, -2.26902, 0.27591], [2.73906, -1.46556, 0.97931], [-1.61138, 0.21890, -0.50776], [0.45760, 0.93007, 0.49680], [-1.46353, -0.45271, -1.31292], [1.38484, 1.58661, 0.70149], [-0.36986, 0.11594, 0.22330], [-1.68074, 1.26669, -0.92964], [-2.55484, 0.06909, 0.07351]], "forces_ev_per_angstrom": [[-0.08, 0.20, 0.16], [0.07, -0.22, -0.16], [-0.30, 2.18, 0.05], [0.19, -0.49, -0.50], [-0.71, -0.76, -0.85], [0.92, 1.04, 0.59], [-1.07, -0.50, 0.73], [-0.12, -1.12, 0.25], [1.10, -0.34, -0.27]], "orbital_gap_ev": 11.14, "homo_ha": -0.383, "charge": 0, "multiplicity": 1}

***

# 4
{"formula": "C3H3NO2", "method": "ωB97M-V/def2-TZVPD", "symbols": ["H", "N", "O", "O", "C", "H", "H", "C", "C"], "positions_angstrom": [[0.28623, -2.20208, -0.52292], [0.29203, 2.28219, 2.01325], [-0.35291, -0.38619, 0.09286], [-1.93196, 1.19225, -0.38711], [-0.22859, 1.66096, 1.18718], [1.60135, -1.07960, -0.03901], [0.82324, -0.91967, -1.64929], [-0.91770, 0.83516, 0.14531], [0.65482, -1.16892, -0.59131]], "forces_ev_per_angstrom": [[0.18, 0.43, -0.05], [-0.53, -0.67, -0.94], [-0.66, 0.00, -0.05], [1.21, -0.43, 0.31], [0.26, 0.54, 0.45], [-0.32, 0.03, -0.19], [-0.41, 0.28, 0.41], [0.11, -0.20, -0.07], [0.18, 0.03, 0.12]], "orbital_gap_ev": 11.49, "homo_ha": -0.428, "charge": 0, "smiles": "COC(=O)C#N", "multiplicity": 1}

***

# 5
{"formula": "C3H3NO2", "method": "ωB97M-V/def2-TZVPD", "symbols": ["N", "O", "H", "H", "C", "H", "C", "O", "C"], "positions_angstrom": [[1.58935, -0.74861, 0.61037], [-1.98744, -1.16601, -0.24032], [-0.40943, 1.66597, 0.48350], [-2.66065, 0.74737, -0.19270], [0.49885, -0.18927, 0.45132], [2.80924, -0.81527, -0.91581], [-1.82052, 0.03042, -0.13656], [2.50687, -0.13497, -0.30079], [-0.52626, 0.61037, 0.24099]], "forces_ev_per_angstrom": [[-0.70, 0.59, 0.20], [-0.15, 0.58, -0.23], [-0.20, -0.28, 0.30], [0.05, -0.10, -0.24], [0.89, 0.32, -0.18], [0.01, -0.32, 0.22], [-0.18, -0.54, 0.15], [0.14, -0.09, -0.58], [0.13, -0.16, 0.38]], "orbital_gap_ev": 9.58, "homo_ha": -0.373, "charge": 0, "smiles": "O=CC=C=NO", "multiplicity": 1}

***

# 6
{"formula": "C3H3NO2", "method": "ωB97M-V/def2-TZVPD", "symbols": ["C", "O", "C", "N", "H", "H", "O", "C", "H"], "positions_angstrom": [[-1.61693, -1.06727, 0.92704], [-0.53165, -1.26580, -1.17500], [-0.73703, -0.63455, -0.17627], [-2.19158, -1.40182, 1.87170], [0.99101, 1.34823, -1.31861], [1.46314, 1.60676, 0.38872], [-0.19113, 0.51531, 0.20224], [1.08145, 0.88745, -0.33454], [1.73271, 0.01170, -0.38527]], "forces_ev_per_angstrom": [[-0.65, -0.37, 0.85], [0.01, 0.37, 0.55], [0.17, -0.21, -0.31], [0.43, 0.26, -1.00], [-0.09, -0.10, 0.06], [0.08, -0.06, -0.20], [-0.10, -0.11, 0.22], [0.24, 0.10, -0.13], [-0.08, 0.12, -0.05]], "orbital_gap_ev": 11.95, "homo_ha": -0.436, "charge": 0, "smiles": "COC(=O)C#N", "multiplicity": 1}

***

# 7
{"formula": "C3H3NO2", "method": "ωB97M-V/def2-TZVPD", "symbols": ["O", "O", "H", "N", "H", "H", "C", "C", "C"], "positions_angstrom": [[-1.89099, 0.00167, 0.98394], [-0.03504, 1.41145, -0.28783], [-1.61762, -1.46737, -0.34755], [2.62198, -0.41349, 0.54616], [0.13058, 1.75707, 0.53298], [0.29476, -0.41182, -1.40016], [1.57098, -0.28546, 0.11262], [0.18215, 0.03303, -0.33906], [-1.25679, -0.62507, 0.19890]], "forces_ev_per_angstrom": [[-0.07, -0.38, 0.03], [-0.37, -1.40, -4.17], [-0.29, -1.09, -0.39], [0.57, -0.19, -0.05], [0.65, 1.05, 3.35], [-0.84, 1.45, 0.97], [-1.69, 0.01, 1.10], [-0.28, -1.23, -1.22], [2.33, 1.78, 0.37]], "orbital_gap_ev": 10.79, "homo_ha": -0.390, "charge": 0, "smiles": "N#C[C@H](O)C=O", "multiplicity": 1}

***

# 8
{"formula": "C3H3NO2", "method": "ωB97M-V/def2-TZVPD", "symbols": ["H", "H", "C", "C", "N", "O", "H", "O", "C"], "positions_angstrom": [[-0.40699, 2.25302, 1.59762], [-1.27830, -1.93756, -1.36718], [-0.18334, 1.66351, 0.66796], [-0.25782, -0.58962, -0.50999], [-0.97536, 0.43079, -0.79311], [0.78226, 0.85429, 0.95074], [1.90671, -0.53584, 0.03668], [-0.48753, -1.88479, -0.80960], [0.89906, -0.24404, 0.23160]], "forces_ev_per_angstrom": [[-1.03, -0.41, -1.09], [0.06, 0.07, 0.01], [-0.21, -1.31, -1.89], [0.20, 1.44, 0.39], [-1.05, 1.38, 2.56], [0.67, 0.02, -0.35], [0.32, -0.61, 0.24], [0.21, 0.36, -0.74], [0.84, -0.96, 0.88]], "orbital_gap_ev": [7.81, 7.82], "homo_ha": [-0.301, -0.303], "charge": 0, "multiplicity": 1}

***

# 9
{"formula": "C3H3NO2S", "method": "ωB97M-V/def2-TZVPD", "symbols": ["N", "H", "S", "H", "O", "H", "O", "C", "C", "C"], "positions_angstrom": [[1.32886, -0.54213, 1.37688], [1.88820, -1.85552, -0.13604], [-0.04999, 0.34093, 1.76664], [-1.14797, 2.17029, -0.47044], [0.04979, 1.17852, -1.80497], [-1.82955, -0.31097, 0.10975], [0.00552, -1.04877, -0.43256], [-0.59278, 1.23069, -0.77146], [-0.78087, 0.01476, 0.07136], [1.12878, -1.17780, 0.29083]], "forces_ev_per_angstrom": [[-0.06, -0.71, -0.72], [-0.62, 0.41, 0.22], [-0.67, 0.26, -0.28], [0.52, -0.70, 0.03], [-0.59, 0.44, 1.42], [0.25, 0.24, 0.11], [-0.30, -0.19, 0.12], [0.05, 0.64, -2.12], [-0.02, -0.33, 0.92], [1.44, -0.06, 0.30]], "orbital_gap_ev": 9.37, "homo_ha": -0.327, "charge": 0, "multiplicity": 1}

***

# 10
{"formula": "C3H3NO2S", "method": "ωB97M-V/def2-TZVPD", "symbols": ["H", "S", "C", "C", "H", "N", "C", "H", "O", "O"], "positions_angstrom": [[-1.34194, 1.48237, 0.15896], [1.36904, -1.36522, -1.39713], [-0.29577, -0.16076, -0.14820], [-1.49165, 0.55447, 0.45919], [-1.54376, 0.41565, 1.58179], [-0.24238, -1.12545, -0.97805], [1.92312, -0.23007, -0.19689], [-2.33172, 0.09406, 0.19832], [3.09074, -0.08135, 0.03079], [0.86433, 0.41630, 0.29123]], "forces_ev_per_angstrom": [[-0.13, 4.58, -0.95], [-0.32, -0.65, -0.05], [-1.13, -0.14, 0.65], [3.33, -3.99, 3.16], [0.77, 0.59, -1.09], [-0.47, 0.74, 0.14], [2.21, -0.87, -1.38], [-3.60, -1.47, -1.92], [-0.59, 0.74, 0.72], [-0.06, 0.47, 0.73]], "orbital_gap_ev": 10.20, "homo_ha": -0.352, "charge": 0, "multiplicity": 1}

***

The records above yield energy above the lowest of the compared OMol25 structures with the same formula, charge and spin values of 5.520 0.908 1.223 2.259 4.504 1.475 2.700 6.692 2.396 1.527 eV, respectively.
The records above yield E values of -321.1748 -321.3443 -321.3327 -321.2946 -321.2121 -321.3234 -321.2784 -321.1317 -719.4922 -719.5242 Eh, respectively.